Version a
# H10O5

5 unconnected molecules or ions with the total composition H10O5 (ωB97M-V/def2-TZVPD, the OMol25 dataset).

Element x y z (Å)
H -0.30 -0.56 0.72
H -1.02 0.11 1.92
H -0.88 3.96 0.69
H -1.94 4.67 1.51
H 1.01 -1.52 -1.35
H 1.09 -2.98 -1.14
H 1.71 0.82 1.79
H 2.52 1.90 2.47
H -1.17 -3.11 -2.75
H -0.30 -3.62 -3.79
O -1.19 -0.12 1.01
O -1.15 4.80 1.07
O 0.46 -2.31 -1.10
O 2.16 0.94 2.60
O -0.99 -2.96 -3.64

Properties
SMILES string = O.O.O.O.O
HOMO-LUMO gap = 11.294 eV


Version b
# H10O5

5 unconnected molecules or ions with the total composition H10O5 (ωB97M-V/def2-TZVPD, the OMol25 dataset).

Element x y z (Å)
O -16.25 -6.11 8.84
H -16.88 -6.59 9.39
H -16.24 -6.59 8.00
O -16.15 -4.48 2.41
H -17.04 -4.63 2.75
H -15.55 -4.72 3.13
O -15.47 -7.03 5.35
H -15.64 -7.64 6.09
H -16.20 -7.17 4.73
O -13.36 -5.10 4.63
H -14.03 -5.80 4.80
H -12.67 -5.26 5.28
O -15.30 -9.02 7.40
H -14.63 -8.79 8.06
H -15.04 -9.88 7.07

Properties
SMILES string = O.O.O.O.O
HOMO-LUMO gap = 11.059 eV


Preferred: version b; penalty for the next structure: 0.866 eV.


Version a
# H10O5

5 unconnected molecules or ions with the total composition H10O5 (ωB97M-V/def2-TZVPD, the OMol25 dataset).

Element x y z (Å)
O 0.43 1.57 -1.89
H 0.05 1.13 -1.11
H 0.26 2.51 -1.69
O -0.91 0.34 0.22
H -0.78 -0.36 0.82
H -1.67 0.08 -0.37
O -2.54 -0.75 -2.42
H -2.74 -0.11 -3.07
H -1.67 -1.09 -2.43
O 0.82 -1.44 1.66
H 1.38 -2.04 2.12
H 1.06 -1.38 0.73
O 2.09 0.94 2.48
H 2.73 0.31 2.78
H 1.49 0.29 2.16

Properties
SMILES string = O.O.O.O.O
HOMO-LUMO gap = 11.047 eV


Version b
# H10O5

5 unconnected molecules or ions with the total composition H10O5 (ωB97M-V/def2-TZVPD, the OMol25 dataset).

Element x y z (Å)
O -10.48 17.69 13.68
H -9.72 17.09 13.78
H -11.06 17.26 13.06
O -8.18 16.12 13.93
H -7.37 16.40 13.48
H -7.90 15.85 14.82
O -5.94 13.38 15.31
H -5.25 12.95 15.81
H -6.20 14.15 15.82
O -7.04 15.84 16.56
H -6.54 16.66 16.64
H -6.75 15.29 17.30
O -10.24 14.53 11.86
H -9.96 14.08 11.05
H -9.68 15.30 11.92

Properties
SMILES string = O.O.O.O.O
HOMO-LUMO gap = 10.543 eV


Version c
# H10O5

A molecular structure, H10O5 (ωB97M-V/def2-TZVPD, the OMol25 dataset).

Element x y z (Å)
O 0.08 -0.74 0.35
H 0.80 -0.30 -0.10
H -0.70 -0.44 -0.11
O 2.06 0.78 0.27
H 2.20 1.20 1.12
H 2.11 1.50 -0.36
O -1.06 2.00 0.04
H -0.45 2.45 -0.54
H -1.31 1.21 -0.44
O 1.04 -2.37 1.05
H 0.47 -1.64 0.83
H 1.25 -2.77 0.20
O -2.01 0.01 -0.59
H -2.35 -0.02 -1.48
H -2.12 -0.88 -0.25

Properties
HOMO-LUMO gap = 8.980 eV


Version d
# H10O5

5 unconnected molecules or ions with the total composition H10O5 (ωB97M-V/def2-TZVPD, the OMol25 dataset).

Element x y z (Å)
H -1.01 0.06 1.11
H 0.01 -0.43 0.13
H -3.11 -0.69 2.55
H -2.53 -1.33 3.67
H -1.64 -0.37 -3.06
H -1.31 -0.96 -4.35
H 1.36 2.86 0.37
H 2.75 2.69 0.11
H 1.89 0.04 -0.17
H 2.88 -0.51 -1.03
O -0.97 -0.35 0.26
O -2.99 -1.54 2.85
O -1.04 -1.03 -3.50
O 2.22 2.64 0.84
O 2.87 0.10 -0.37

Properties
SMILES string = O.O.O.O.O
HOMO-LUMO gap = 11.715 eV


Preferred: version b; penalty for the next structure: 0.113 eV.


Version a
# H10O5

5 unconnected molecules or ions with the total composition H10O5 (ωB97M-V/def2-TZVPD, the OMol25 dataset).

Element x y z (Å)
O 10.52 16.01 -7.45
H 9.73 15.85 -6.92
H 10.87 16.83 -7.10
O 9.00 13.14 -9.50
H 9.06 12.20 -9.70
H 9.15 13.19 -8.55
O 7.92 15.30 -11.58
H 7.77 14.37 -11.42
H 8.86 15.43 -11.41
O 13.02 18.93 -12.46
H 12.15 18.75 -12.10
H 13.03 18.50 -13.32
O 10.39 16.33 -10.46
H 10.11 16.37 -9.54
H 11.32 16.59 -10.45

Properties
SMILES string = O.O.O.O.O
HOMO-LUMO gap = 10.614 eV


Version b
# H10O5

5 unconnected molecules or ions with the total composition H10O5 (ωB97M-V/def2-TZVPD, the OMol25 dataset).

Element x y z (Å)
O 2.68 0.67 -0.99
H 1.42 0.94 -0.52
H 3.55 1.13 -1.23
O 0.45 1.07 -0.09
H -0.03 0.18 -0.01
H 0.08 1.85 0.31
O -0.57 -1.12 -0.61
H 0.14 -0.82 -1.76
O 0.89 -0.57 -2.45
H 1.81 -0.08 -2.13
H 0.93 -1.41 -2.94
H -1.44 -1.23 -0.95
O -3.09 -0.56 4.30
H -4.01 -0.45 4.59
H -2.82 0.39 4.49

Properties
HOMO-LUMO gap = 10.306 eV


Preferred: version a; penalty for the next structure: 2.131 eV.


Version a
# H10O5

5 unconnected molecules or ions with the total composition H10O5 (ωB97M-V/def2-TZVPD, the OMol25 dataset).

Element x y z (Å)
H -1.31 1.12 0.24
H -0.25 1.51 -0.78
H -1.48 1.57 4.41
H -0.11 0.97 4.69
H -2.00 -4.14 -0.25
H -0.99 -3.03 -0.07
H -0.08 1.99 -3.66
H -0.13 3.45 -4.07
H 2.36 -1.38 0.64
H 2.94 -1.84 -0.69
O -0.38 1.39 0.16
O -0.82 0.98 4.03
O -1.36 -3.62 -0.74
O 0.43 2.67 -4.12
O 3.19 -1.64 0.22

Properties
SMILES string = O.O.O.O.O
HOMO-LUMO gap = 11.571 eV


Version b
# H10O5

5 unconnected molecules or ions with the total composition H10O5 (ωB97M-V/def2-TZVPD, the OMol25 dataset).

Element x y z (Å)
H -0.92 0.48 1.44
H -1.94 -0.37 0.72
H 1.08 1.06 0.17
H 0.43 2.51 0.16
H -0.12 -1.54 0.66
H -0.26 -1.46 -0.84
H -1.81 0.35 -2.11
H -0.92 0.76 -0.88
H 1.66 -0.83 -0.19
H 2.85 -0.29 0.65
O -1.37 -0.39 1.51
O 0.22 1.57 0.22
O 0.32 -1.85 -0.17
O -1.49 0.06 -1.23
O 2.29 -0.06 -0.11

Properties
SMILES string = O.O.O.O.O
HOMO-LUMO gap = 11.659 eV


Version c
# H10O5

5 unconnected molecules or ions with the total composition H10O5 (ωB97M-V/def2-TZVPD, the OMol25 dataset).

Element x y z (Å)
O -2.44 -1.50 -1.35
H -3.11 -1.99 -0.97
H -2.18 -0.91 -0.64
O 0.11 1.41 3.03
H 0.99 1.10 3.37
H -0.05 1.05 2.12
O 0.21 -0.28 0.84
H -0.02 -0.51 -0.03
H -0.25 -0.91 1.41
O -0.05 0.23 -2.04
H -0.34 -0.27 -2.80
H 0.55 0.90 -2.35
O 2.36 0.87 -0.05
H 1.53 0.55 0.18
H 2.68 0.27 -0.71

Properties
SMILES string = O.O.O.O.O
HOMO-LUMO gap = 11.105 eV


Preferred: version b; penalty for the next structure: 1.269 eV.


Version a
# C5H6O4

C5H6O4 in the gas phase (ωB97M-V/def2-TZVPD, the OMol25 dataset).

Element x y z (Å)
C -1.05 -0.81 -1.18
C -0.40 1.44 0.88
C 1.10 -0.13 0.31
C -0.41 -0.67 0.18
C 2.00 -0.77 -0.46
O 1.24 0.94 1.03
O -0.84 1.51 2.14
O -0.73 2.10 -0.06
O -0.72 -1.40 1.12
H -1.28 2.38 2.22
H -0.58 -1.63 -1.73
H -0.95 0.10 -1.78
H -2.10 -1.06 -1.06
H 2.89 -0.24 -0.78
H 1.83 -1.77 -0.83

Properties
SMILES string = C=C(OC(=O)O)C(C)=O
HOMO-LUMO gap (spin up / spin down) = 7.155 / 7.156 eV


Version b
# C5H6O4

C5H6O4 in the gas phase (ωB97M-V/def2-TZVPD, the OMol25 dataset).

Element x y z (Å)
C -0.47 0.53 0.76
C 0.85 0.53 0.03
C -0.44 0.09 2.19
C -1.59 0.65 0.11
C 0.72 -1.10 -1.74
O 1.10 -0.78 -0.49
O 0.39 -0.03 -2.49
O -2.60 0.74 -0.49
O 0.67 -2.23 -2.20
H 0.12 -0.43 -3.34
H 0.88 1.31 -0.74
H 1.66 0.77 0.72
H -1.24 0.57 2.76
H -0.57 -1.00 2.26
H 0.51 0.36 2.67

Properties
SMILES string = CC(=C=O)COC(=O)O
HOMO-LUMO gap = 9.730 eV


Version c
# C5H6O4

C5H6O4 in the gas phase (ωB97M-V/def2-TZVPD, the OMol25 dataset).

Element x y z (Å)
C -0.01 -0.49 -0.49
C -0.85 -1.07 0.58
C 0.96 -1.24 -1.33
C -0.15 0.96 -0.65
C 0.10 1.44 0.90
O 0.30 -0.50 1.18
O -1.13 1.69 1.45
O -0.21 1.67 -1.61
O 1.10 2.05 1.18
H -1.05 2.46 2.04
H -1.79 -0.60 0.82
H -0.86 -2.16 0.62
H 0.60 -1.22 -2.37
H 1.93 -0.74 -1.33
H 1.07 -2.26 -0.98

Properties
SMILES string = C[C@@]1(C(=O)C(=O)O)CO1
HOMO-LUMO gap = 9.610 eV


Version d
# C5H6O4

C5H6O4 in the gas phase (ωB97M-V/def2-TZVPD, the OMol25 dataset).

Element x y z (Å)
C 0.27 1.29 0.14
C 1.21 -0.84 1.19
C 2.44 0.52 -0.42
C -0.71 2.36 0.22
C -0.02 -2.61 -0.09
O 3.55 0.70 -0.87
O 1.57 1.53 -0.24
O 2.02 -0.67 0.08
O 0.30 -1.75 1.07
H -1.45 2.09 -0.61
H -0.32 3.36 0.12
H -1.21 2.46 1.21
H -0.71 -2.15 -0.81
H -0.36 -3.53 0.45
H 0.98 -2.75 -0.55

Properties
HOMO-LUMO gap = 8.074 eV


Preferred: version b; penalty for the next structure: 2.007 eV.


Version a
# C5H6N

A molecular structure, C5H6N (ωB97M-V/def2-TZVPD, the OMol25 dataset).

Element x y z (Å)
C 0.55 1.30 0.03
C 1.78 0.79 -0.12
C 0.73 -0.96 0.03
C 2.17 -0.60 0.03
C -1.60 -0.05 -0.01
N -0.14 0.04 -0.02
H 0.23 2.29 0.02
H 2.79 -0.91 -0.75
H 2.45 -1.03 0.92
H -1.87 0.57 -0.85
H -2.24 0.39 0.85
H -1.72 -1.16 -0.23

Properties
⟨S²⟩ = 2.021
net charge = +1
multiplicity = 3
HOMO-LUMO gap (spin up / spin down) = 8.453 / 7.355 eV


Version b
# C5H6N

A gas-phase ion, C5H6N (charge +1) (ωB97M-V/def2-TZVPD, the OMol25 dataset).

Element x y z (Å)
C 3.71 -0.40 0.03
C 0.17 0.40 0.06
C 1.36 0.21 0.18
C -1.99 -0.62 0.05
C -1.23 0.71 -0.04
N 2.59 -0.09 0.01
H 4.69 -0.43 -0.20
H -2.09 -0.95 -1.06
H -2.99 -0.33 0.40
H -1.38 -1.25 0.70
H -1.52 1.38 0.77
H -1.33 1.36 -0.89

Properties
⟨S²⟩ = 2.006
net charge = +1
multiplicity = 3
HOMO-LUMO gap (spin up / spin down) = 6.812 / 6.749 eV


Preferred: version a; penalty for the next structure: 0.252 eV.


Version a
# C3H6O3

C3H6O3 in the gas phase (ωB97M-V/def2-TZVPD, the OMol25 dataset).

Element x y z (Å)
O 2.39 0.27 0.02
C 1.31 -0.61 0.17
C 0.01 0.20 0.16
O 0.10 1.37 -0.19
C -1.39 -0.26 0.59
O -2.32 0.64 0.05
H 2.02 1.04 -0.45
H 1.33 -1.19 1.10
H 1.35 -1.35 -0.64
H -1.43 -0.26 1.70
H -1.62 -1.28 0.26
H -1.79 1.43 -0.16

Properties
SMILES string = O=C(CO)CO
HOMO-LUMO gap = 11.388 eV


Version b
# C3H6O3

2 unconnected molecules or ions with the total composition C3H6O3 (ωB97M-V/def2-TZVPD, the OMol25 dataset).

Element x y z (Å)
O -0.80 -0.45 -1.86
C -0.72 -0.96 -0.60
C 0.62 -0.98 0.10
O 1.24 0.15 -0.40
C -0.43 -0.17 0.65
O 0.36 1.97 1.19
H 0.06 0.02 -1.94
H -1.47 -1.74 -0.41
H 1.19 -1.81 0.51
H 1.02 1.48 0.65
H -0.89 0.07 1.60
H -0.17 2.43 0.51

Properties
HOMO-LUMO gap (spin up / spin down) = 8.500 / 8.502 eV


Preferred: version a; penalty for the next structure: 4.435 eV.